The following is a DFT calculation (the ωB97M-V functional and the def2-TZVPD basis) of a structure of composition C5H6N2O2.

Summary:
Multiplicity: 1
Frontier orbital gap (eV): 10.1643
HOMO energy (eV): -9.351
Lowest unoccupied orbital energy (eV): 0.81

Each line ends with the Löwdin charge.
Positions of all 15 atoms, in Å:
C -0.282 -1.517 -2.744  -0.01
C -0.354 -1.079 -1.276  -0.42
C 0.038 0.645 0.319  -0.47
C 0.232 1.815 1.969  -0.14
C 0.874 0.703 2.154  -0.14
H 0.093 -2.457 -3.008  0.05
H 0.259 -0.706 -3.354  0.11
H -1.232 -1.729 -3.201  0.07
H -0.841 0.853 -1.356  0.09
H 0.065 2.597 2.839  0.15
H 1.611 0.132 3.005  0.20
N -0.200 0.254 -1.060  0.18
N -0.338 1.794 0.676  0.17
O -0.683 -1.955 -0.401  0.04
O 0.779 -0.098 1.056  0.11